70
Properties=species:S:1:pos:R:3 method="wB97M-V/def2-TZVPD" total_charge=-2 total_energy_ha=-12254.4616 e_above_lowest_ev=0.2598 s_squared=6.119 fmax_ev_per_a=1.222 homo_lumo_gap_ev="4.22 / 5.01" lumo_energy_ev="3.6 / 3.6" spin_multiplicity=5
Cr 0.741 0.399 1.681
Br -6.741 -0.380 2.020
C -4.903 0.160 1.919
C -4.600 1.474 1.597
C -3.259 1.833 1.501
C -2.211 0.925 1.696
O -0.975 1.339 1.505
C -2.546 -0.425 2.042
C -1.584 -1.463 2.240
N -0.242 -1.346 2.078
C 0.594 -2.380 2.363
C 0.237 -3.637 2.870
C 1.213 -4.631 3.059
C 2.534 -4.425 2.752
C 2.939 -3.157 2.246
C 4.266 -2.848 1.876
C 4.570 -1.612 1.400
C 3.558 -0.643 1.293
N 2.311 -0.901 1.603
C 1.984 -2.141 2.082
C -3.914 -0.768 2.149
H -5.387 2.198 1.421
H -2.984 2.852 1.252
H -1.989 -2.420 2.551
H -0.789 -3.850 3.139
H 0.907 -5.591 3.466
H 3.278 -5.202 2.898
H 5.036 -3.606 1.996
H 5.586 -1.332 1.150
H 3.770 0.366 0.975
H -4.177 -1.791 2.395
S 4.520 1.087 3.793
As 2.612 2.028 3.637
S 0.956 0.607 4.013
S 2.064 2.320 1.504
S 2.468 3.808 4.773
F 1.601 -2.324 -6.121
C 1.253 -1.713 -5.000
C 0.874 -0.406 -5.028
F 0.845 0.242 -6.189
C 0.505 0.227 -3.855
F 0.097 1.482 -4.001
C 0.535 -0.393 -2.614
P 0.070 0.526 -1.035
C 0.766 2.175 -1.432
C 0.205 3.315 -0.863
C 0.810 4.554 -1.033
C 1.997 4.663 -1.741
C 2.594 3.521 -2.260
C 1.987 2.286 -2.096
C -1.721 0.629 -1.417
C -2.485 -0.445 -0.958
C -3.855 -0.489 -1.171
C -4.478 0.544 -1.857
C -3.723 1.606 -2.335
C -2.350 1.650 -2.120
C 0.868 -1.746 -2.631
Br 0.742 -2.828 -1.104
C 1.232 -2.388 -3.808
F 1.551 -3.682 -3.827
H -0.671 3.221 -0.235
H 0.370 5.430 -0.571
H 2.481 5.627 -1.847
H 3.548 3.588 -2.771
H 2.481 1.398 -2.474
H -2.005 -1.238 -0.392
H -4.437 -1.310 -0.769
H -5.552 0.527 -2.004
H -4.202 2.416 -2.873
H -1.779 2.484 -2.499